one | 14
Properties=species:S:1:pos:R:3 method="wB97M-V/def2-TZVPD" orbital_gap_ev=10.9 smiles="C=C(C#N)S(=O)(=O)OC"
C -0.674 1.629 1.689
C -0.005 0.557 1.401
C 1.388 0.299 1.426
N 2.421 -0.204 1.409
S -0.911 -0.643 0.165
O -0.438 -2.004 0.318
O -2.329 -0.494 0.356
O -0.475 -0.122 -1.306
C 0.574 -0.673 -2.085
H -1.691 1.661 1.241
H -0.258 2.454 2.289
H 1.224 0.094 -2.225
H 0.204 -0.974 -3.193
H 0.970 -1.580 -1.485


two | 14
Properties=species:S:1:pos:R:3 method="wB97M-V/def2-TZVPD" orbital_gap_ev=9.1
C 0.400 2.081 0.715
C 1.652 2.280 1.200
C 1.043 0.088 0.062
C -0.454 -2.000 -0.503
N 0.075 0.915 0.102
O 3.589 0.785 -0.080
O 2.605 0.161 2.113
O 0.847 -1.659 -0.292
S 2.515 0.775 0.825
H -0.360 2.833 0.749
H 2.059 3.184 1.571
H -1.132 -1.481 0.175
H -0.478 -3.017 -0.366
H -0.755 -1.909 -1.566


In terms of stability, one leads; the second structure lies 46.4 kcal/mol higher.


one | 15
Properties=species:S:1:pos:R:3 method="wB97M-V/def2-TZVPD" orbital_gap_ev=9.6 charge=+1
C 1.271 1.370 -0.434
C 0.115 0.048 1.141
C -0.951 -0.229 0.053
C -0.917 -1.571 -0.553
N 0.320 0.945 -1.237
N 1.155 0.978 0.815
Cl -2.378 0.547 0.071
H 2.015 2.125 -0.722
H -0.344 0.219 2.094
H 0.531 -0.986 1.163
H -1.528 -1.616 -1.517
H -1.345 -2.220 0.270
H 0.116 -1.997 -0.638
H 0.155 1.263 -2.129
H 1.783 1.125 1.624


two | 15
Properties=species:S:1:pos:R:3 method="wB97M-V/def2-TZVPD" orbital_gap_ev=10.5 charge=+1
C -1.138 0.193 -1.227
C -0.599 1.158 0.613
C 0.516 0.361 0.205
C 1.847 0.022 0.729
N -1.498 1.080 -0.326
N 0.109 -0.272 -0.865
Cl -1.534 -2.294 0.535
H -1.799 -0.261 -2.038
H -0.408 -2.663 0.408
H -0.648 2.029 1.357
H 2.129 0.027 1.760
H 2.470 0.781 0.186
H 2.174 -0.895 0.206
H -2.287 1.680 -0.219
H 0.665 -0.944 -1.324


In terms of stability, two leads; the second structure lies 27.1 kcal/mol higher.


one | 23
Properties=species:S:1:pos:R:3 method="wB97M-V/def2-TZVPD" orbital_gap_ev="4.0 / 10.3" spin_multiplicity=2 s2=0.751
N 0.338 -1.237 -1.355
C -0.111 0.157 -1.025
C -1.369 0.535 -1.769
O -1.379 -0.001 -3.077
C -0.167 0.355 0.479
N 1.163 0.101 1.017
C 1.331 0.280 2.482
C 0.101 -0.059 3.316
H 0.750 -1.299 -2.345
H 1.061 -1.498 -0.657
H -0.434 -1.927 -1.342
H 0.701 0.765 -1.414
H -2.279 0.192 -1.290
H -1.451 1.626 -1.788
H -0.884 0.552 -3.692
H -0.539 1.367 0.670
H -0.835 -0.380 0.919
H 1.805 0.743 0.557
H 1.665 1.287 2.738
H 2.108 -0.425 2.768
H 0.252 0.309 4.332
H -0.806 0.432 2.966
H -0.072 -1.128 3.391


two | 23
Properties=species:S:1:pos:R:3 method="wB97M-V/def2-TZVPD" orbital_gap_ev="9.4 / 8.0" spin_multiplicity=2 s2=0.759
C -2.806 -0.009 -0.094
O -3.186 -0.167 1.299
C -1.299 -0.136 -0.033
C -0.594 -0.019 -1.411
C 0.826 -0.542 -1.362
C 3.086 -0.268 0.880
N 2.290 0.820 0.338
N -0.810 0.918 0.910
H -3.337 -0.733 -0.730
H -3.114 0.992 -0.355
H -4.102 -0.300 1.537
H -0.901 -1.096 0.364
H -1.283 -0.323 -2.200
H -0.563 1.101 -1.400
H 0.863 -1.491 -0.852
H 1.372 -0.384 -2.286
H 3.428 -1.043 0.182
H 2.601 -0.867 1.659
H 3.963 0.124 1.383
H 2.952 1.490 -0.055
H 0.193 0.853 1.059
H 1.641 0.262 -0.662
H -1.221 0.817 1.829


In terms of stability, one leads; the second structure lies 3.5 kcal/mol higher.


one | 14
Properties=species:S:1:pos:R:3 method="wB97M-V/def2-TZVPD" orbital_gap_ev="5.6 / 6.8" spin_multiplicity=3 s2=2.008
C 0.238 0.963 0.491
C 1.328 0.743 0.030
C -1.795 -0.086 0.359
C 2.843 0.625 -0.144
C -1.261 -1.225 -0.359
N -3.017 -0.026 0.442
O -1.049 0.996 0.749
H 3.560 1.271 0.246
H 2.895 -0.323 0.319
H 3.012 0.723 -1.244
H -0.076 -1.322 -0.449
H -1.684 -2.130 0.011
H -1.663 -1.049 -1.389
H -3.333 0.839 0.939


two | 14
Properties=species:S:1:pos:R:3 method="wB97M-V/def2-TZVPD" orbital_gap_ev="6.1 / 8.1" spin_multiplicity=3 s2=2.014
C 1.294 0.207 -0.175
C 2.113 -0.524 -0.815
C -1.473 0.230 -0.016
C 0.703 1.252 0.645
C -0.289 0.097 0.902
N -2.180 -0.909 -0.151
O -1.692 1.171 -0.712
H 1.818 -1.518 -1.049
H 2.859 -0.074 -1.526
H 1.419 1.349 1.561
H 0.203 2.099 0.228
H -0.122 -0.602 1.586
H -1.860 -1.703 0.432
H -2.792 -1.075 -0.909


In terms of stability, two leads; the second structure lies 58.5 kcal/mol higher.